#P
The molecule C3H4N4, computed with ωB97M-V with the def2-TZVPD basis set.

Calculated values
Spin multiplicity = 1
M = 96.1 g mol⁻¹
SMILES = C=Nn1cncn1
Kohn-Sham gap = 9.7301 eV

Last column: Löwdin charge in e.
Cartesian coordinates (Å):
N 0.334 -1.203 1.538  0.036
N -0.158 0.422 0.235  -0.211
N -0.214 1.169 -0.956  0.065
N -0.816 0.759 1.385  0.105
C 0.003 0.534 -2.085  0.001
C -0.549 -0.339 2.171  -0.164
C 0.503 -0.781 0.284  -0.144
H 0.462 -0.298 -2.342  0.007
H -0.043 1.206 -2.969  0.084
H 1.337 -1.081 -0.424  0.144
H -0.860 -0.387 3.164  0.076

=====

#Q
The molecule C3H4N4, computed with ωB97M-V with the def2-TZVPD basis set.

Calculated values
Spin multiplicity = 1
M = 96.1 g mol⁻¹
SMILES = [H]/N=C/n1cncn1
Kohn-Sham gap = 10.1307 eV

Last column: Löwdin charge in e.
Cartesian coordinates (Å):
N -0.373 -1.193 -0.078  0.083
N 0.038 0.045 -0.067  -0.199
N -2.199 0.304 -0.185  0.085
N 2.184 -0.609 -0.333  0.057
C 1.348 0.327 0.049  -0.312
C -1.675 -1.080 0.016  -0.145
C -1.015 0.939 -0.176  -0.143
H 3.226 -0.235 0.288  0.157
H -2.319 -1.983 0.146  0.112
H -0.875 2.039 -0.152  0.131
H 1.659 1.446 0.493  0.172

=====

#R
The molecule C3H4N4, computed with ωB97M-V with the def2-TZVPD basis set.

Calculated values
Spin multiplicity = 1
M = 96.1 g mol⁻¹
SMILES = Nc1cncnn1
Kohn-Sham gap = 8.9149 eV

Last column: Löwdin charge in e.
Cartesian coordinates (Å):
N 1.046 1.376 -0.821  0.019
N -1.061 1.483 0.408  0.074
N 1.194 0.036 -0.682  0.056
N 0.527 -2.054 0.041  0.035
C 0.069 2.033 -0.081  -0.185
C -1.062 0.113 0.272  -0.034
C 0.184 -0.653 -0.062  -0.328
H 0.003 -2.679 -0.757  0.164
H 0.620 -2.332 0.984  0.045
H 0.249 3.049 -0.195  0.074
H -1.769 -0.372 0.894  0.081

=====

#S
The molecule C3H4N4, computed with ωB97M-V with the def2-TZVPD basis set.

Calculated values
Spin multiplicity = 1
M = 96.1 g mol⁻¹
Kohn-Sham gap (spin up / spin down) = 7.1617 / 7.2813 eV

Last column: Löwdin charge in e.
Cartesian coordinates (Å):
N 1.068 -0.857 1.339  0.042
N 1.415 -1.911 0.205  0.054
N 0.275 -0.021 0.760  -0.217
N 0.908 -1.521 -0.851  0.003
C -0.244 0.989 1.433  0.063
C 0.142 -0.367 -0.623  -0.312
C -0.604 0.183 -1.592  0.137
H 0.075 1.248 2.373  0.050
H -1.145 1.369 1.046  0.059
H -0.655 -0.081 -2.658  0.090
H -1.234 0.969 -1.432  0.031

=====

Most stable structure, least stable structure: #Q, #S.

=====

#P
A structure of composition C3H4N4, computed with ωB97M-V with the def2-TZVPD basis set.

Calculated values
Spin multiplicity = 1
M = 96.1 g mol⁻¹
Kohn-Sham gap = 8.9683 eV

Last column: Löwdin charge in e.
Cartesian coordinates (Å):
N 1.765 0.195 -0.487  0.119
N -0.252 1.856 1.075  0.152
N -0.212 -0.991 -0.873  0.005
N -1.565 -0.051 0.698  0.086
C -1.483 -1.110 -0.009  -0.111
C -0.372 0.790 0.446  -0.403
C 0.496 0.067 -0.497  -0.526
H -1.739 -2.337 0.072  0.187
H 2.192 0.965 0.139  0.085
H 0.518 2.532 0.570  0.135
H 0.654 -1.917 -1.134  0.271

=====

#Q
A cluster of 2 separate species, C3H4N4 in total, computed with ωB97M-V with the def2-TZVPD basis set.

Calculated values
Spin multiplicity = 1
M = 96.1 g mol⁻¹
Kohn-Sham gap = 4.5574 eV

Last column: Löwdin charge in e.
Cartesian coordinates (Å):
N 1.361 1.190 -0.127  0.022
N 2.370 0.296 -0.019  -0.007
N 2.011 -0.881 0.044  0.053
N 0.594 -0.838 0.096  -0.127
C -1.884 1.582 0.249  0.031
C 0.294 0.556 -0.007  -0.210
C -0.231 -1.779 -0.165  0.222
H -1.260 -1.414 -0.312  0.116
H -1.661 2.214 1.073  -0.122
H 0.294 -2.785 -0.047  0.148
H -1.888 1.859 -0.783  -0.127

=====

Most stable structure, least stable structure: #P, #Q.

=====

#P
A structure of composition C3H4N4, computed with ωB97M-V with the def2-TZVPD basis set.

Calculated values
Spin multiplicity = 1
M = 96.1 g mol⁻¹
Kohn-Sham gap (spin up / spin down) = 8.8624 / 8.8626 eV

Last column: Löwdin charge in e.
Cartesian coordinates (Å):
N -1.183 -0.869 -0.450  0.048
N -1.252 0.900 1.012  0.051
N 1.806 -0.483 -0.407  0.192
N -0.335 -0.071 -1.274  0.092
C -0.093 1.046 0.421  -0.092
C -1.748 -0.265 0.577  -0.260
C 0.537 -0.088 -0.276  -0.480
H 2.289 -0.724 0.436  0.106
H 2.019 -1.076 -1.203  0.118
H -2.624 -0.705 1.015  0.104
H 0.422 2.000 0.394  0.121

=====

#Q
The molecule C3H4N4, computed with ωB97M-V with the def2-TZVPD basis set.

Calculated values
Spin multiplicity = 1
M = 96.1 g mol⁻¹
SMILES = Nc1cncnn1
Kohn-Sham gap = 9.5712 eV

Last column: Löwdin charge in e.
Cartesian coordinates (Å):
N 0.102 0.841 -1.014  0.068
N 1.303 -0.837 0.724  0.091
N -1.885 0.652 0.144  0.121
N 1.218 0.220 -1.360  0.024
C 1.615 -0.770 -0.574  -0.235
C -0.523 0.468 0.091  -0.398
C 0.287 -0.093 1.107  -0.084
H 0.220 0.214 2.143  0.113
H -2.401 -0.139 0.511  0.100
H 2.293 -1.496 -1.006  0.102
H -2.230 0.940 -0.766  0.097

=====

Most stable structure, least stable structure: #Q, #P.

=====

#P
A cluster of 2 separate species, C6H13NO in total, computed with ωB97M-V with the def2-TZVPD basis set.

Calculated values
Spin multiplicity = 1
M = 115.2 g mol⁻¹
SMILES = C=CCN/C=C/C.O
Kohn-Sham gap = 8.6762 eV

Last column: Löwdin charge in e.
Cartesian coordinates (Å):
O -1.746 2.161 0.525  -0.118
N 0.502 -1.371 -0.351  -0.059
C -1.449 -0.075 2.689  -0.137
C -0.537 -0.761 0.430  -0.112
C 1.795 -0.223 -1.980  -0.183
C -0.352 -0.517 1.785  -0.146
C 2.000 1.070 -1.904  -0.006
C 0.565 -1.050 -1.723  -0.268
H -1.169 -0.176 3.722  0.071
H 1.336 -1.486 0.153  0.100
H -0.375 -0.563 -2.182  0.153
H 2.905 1.579 -2.032  0.031
H 0.681 -0.502 2.190  0.105
H -2.430 -0.512 2.596  0.081
H 2.739 -0.891 -2.262  0.137
H -1.452 -0.920 -0.116  0.116
H -2.524 2.753 0.785  0.072
H 1.266 1.841 -2.029  0.056
H -1.660 1.544 1.304  -0.022
H 0.679 -1.988 -2.258  0.096
H -1.678 0.968 2.607  0.034

=====

#Q
A cluster of 2 separate species, C6H13NO in total, computed with ωB97M-V with the def2-TZVPD basis set.

Calculated values
Spin multiplicity = 1
M = 115.2 g mol⁻¹
SMILES = C=CNC/C=C/C.O
Kohn-Sham gap = 8.4816 eV

Last column: Löwdin charge in e.
Cartesian coordinates (Å):
O -0.074 -0.058 2.530  -0.084
N 1.613 0.309 -1.084  -0.063
C 1.784 1.083 0.085  -0.228
C -1.131 -1.006 -0.865  -0.178
C 1.248 2.372 0.154  -0.031
C 1.262 -1.121 -0.918  -0.227
C -0.033 -1.343 -0.121  -0.097
C -2.433 -0.520 -0.314  -0.123
H 1.344 3.049 1.012  0.026
H 1.199 0.777 -1.869  0.105
H -2.689 0.393 -0.829  0.065
H -3.276 -1.168 -0.665  0.075
H 2.110 -1.682 -0.414  0.123
H 1.068 -1.433 -1.934  0.094
H 2.326 0.635 0.881  0.092
H -0.704 0.335 1.932  0.010
H 0.689 2.831 -0.786  0.077
H -0.597 -0.264 3.345  0.074
H -1.084 -1.265 -1.944  0.110
H -2.648 -0.549 0.780  0.081
H 0.028 -1.375 1.025  0.101

=====

#R
The molecule C6H13NO, computed with ωB97M-V with the def2-TZVPD basis set.

Calculated values
Spin multiplicity = 1
M = 115.2 g mol⁻¹
SMILES = CCCN[C@H](C)C=O
Kohn-Sham gap = 9.6233 eV

Last column: Löwdin charge in e.
Cartesian coordinates (Å):
O -1.533 2.506 -1.902  0.021
N 0.280 0.011 -0.321  -0.050
C -0.715 0.393 -1.384  -0.308
C -0.552 1.958 -1.456  -0.220
C 1.353 -0.891 2.686  -0.117
C 0.158 -0.114 2.112  -0.232
C -0.408 -0.057 -2.842  -0.040
C -0.301 -0.772 0.751  -0.244
H 0.488 0.941 2.036  0.103
H -1.774 0.342 -0.954  0.158
H 1.132 -0.392 -0.685  0.110
H 0.606 -0.026 -3.215  0.078
H -0.768 -1.051 -2.825  0.058
H 2.033 -0.119 2.943  0.047
H -1.435 -0.744 0.712  0.117
H -1.002 0.523 -3.541  0.077
H 0.357 2.525 -1.192  0.124
H 1.805 -1.530 1.949  0.056
H -0.729 -0.154 2.731  0.086
H -0.104 -1.828 0.838  0.097
H 1.108 -1.522 3.559  0.077

=====

#S
A structure of composition C6H13NO, computed with ωB97M-V with the def2-TZVPD basis set.

Calculated values
Spin multiplicity = 1
M = 115.2 g mol⁻¹
Kohn-Sham gap = 6.7693 eV

Last column: Löwdin charge in e.
Cartesian coordinates (Å):
O -1.536 -1.666 1.036  -0.046
N 0.942 -0.448 -0.911  -0.094
C -1.115 -0.510 0.323  -0.513
C 1.638 0.212 1.394  -0.034
C -1.670 0.778 0.842  -0.059
C 0.869 -0.595 0.598  -0.282
C -0.807 -0.704 -1.069  0.000
C 1.304 0.887 -1.428  -0.068
H -0.892 -1.720 -1.443  0.109
H 1.895 -0.115 2.391  0.029
H 1.822 1.254 1.165  0.025
H -1.161 1.054 1.775  0.075
H 0.813 -1.646 0.856  0.117
H -1.518 1.595 0.132  0.071
H 1.195 0.881 -2.513  0.090
H 0.622 1.622 -1.005  0.087
H 1.594 -1.133 -1.306  0.149
H -2.501 -1.672 1.080  0.086
H -1.072 0.049 -1.808  0.100
H 2.326 1.150 -1.162  0.083
H -2.748 0.726 1.053  0.074

=====

Most stable structure, least stable structure: #R, #S.